[1]
Below is a 2-piece molecular cluster, C3H6OS3 overall in a non-equilibrium geometry, with properties calculated with the ωB97M-V functional and the def2-TZVPD basis.

```
13
Properties=species:S:1:pos:R:3:forces:R:3:lowdin_charge:R:1
C 0.080845 -0.484714 0.400464 -1.46 -1.60 -1.11 -0.37
C 0.962928 0.424922 -0.144146 1.65 1.69 -0.65 -1.40
C -2.666694 -0.083318 0.040671 0.38 -2.23 0.75 0.13
O 2.256538 -1.925889 -0.334833 -1.33 -0.17 -0.49 -0.61
S 2.483290 0.847576 0.725331 -0.19 -0.72 0.37 0.74
S 0.215348 1.726120 -1.058300 1.42 1.42 -1.53 0.71
S 0.984930 -1.327311 -0.896988 1.23 0.04 0.83 0.93
H -0.070814 -0.793414 1.379318 -0.12 -0.56 1.61 0.06
H -2.832965 0.677054 -0.623435 -0.41 1.43 -1.72 -0.03
H -2.293120 0.130542 0.971564 0.74 1.01 2.01 -0.05
H -3.159210 -1.037497 0.075724 -0.17 -0.19 -0.80 0.01
H 2.673032 -0.420333 1.253045 -0.06 0.94 -0.52 -0.09
H 1.365891 2.266267 -1.788421 -1.68 -1.07 1.26 -0.04
```
Positions in Å, forces in eV/Å.

Results
lowest unoccupied orbital energy (alpha / beta): -1.51 / -0.32 eV
HOMO-LUMO gap (alpha / beta): 7.2 / 8.2 eV
energy relative to the best compared isomer or geometry (same formula, charge and spin): 112.70 kcal/mol


[2]
Below is one molecule with the formula C3H6S in a non-equilibrium geometry, with properties calculated with the ωB97M-V functional and the def2-TZVPD basis.

```
10
Properties=species:S:1:pos:R:3:forces:R:3:lowdin_charge:R:1
C 0.759624 -0.112441 1.633584 2.38 -3.22 1.99 -0.12
C -0.188701 0.485470 0.995507 -3.34 1.92 1.01 -0.57
S -0.720396 0.234653 -0.629906 -1.66 1.51 0.25 0.86
C 0.659931 -0.573925 -1.211406 -0.78 -4.96 -0.16 -0.47
H 1.221920 -1.088843 1.357817 -0.07 1.13 -0.71 0.07
H 1.041800 -0.018868 2.678447 -0.62 0.89 0.02 0.06
H -0.923722 1.131882 1.603835 1.43 -0.54 -1.24 0.10
H 1.369634 -0.619290 -0.425066 0.85 -0.20 0.16 0.00
H 0.361169 -1.659318 -1.548733 0.58 1.50 1.21 0.09
H 1.070405 -0.294618 -2.093911 1.21 1.97 -2.53 0.00
```
Positions in Å, forces in eV/Å.

Results
lowest unoccupied orbital energy: 1.01 eV
HOMO-LUMO gap: 9.3 eV
structure (SMILES): C=CSC
energy relative to the best compared isomer or geometry (same formula, charge and spin): 28.68 kcal/mol


[3]
Below is one molecule with the formula C3H6S2 in a non-equilibrium geometry, with properties calculated with the ωB97M-V functional and the def2-TZVPD basis.

```
11
Properties=species:S:1:pos:R:3:forces:R:3:lowdin_charge:R:1
C 2.058076 0.645792 -0.015701 -0.54 2.63 1.66 -0.55
S 1.119898 -0.881065 -0.111307 -1.14 0.03 -0.13 0.78
C -0.515871 -0.168786 -0.161649 -1.20 2.76 1.66 -1.09
C -1.928308 -0.830403 0.019676 -0.61 -2.80 -0.23 -0.24
S -0.583128 1.498350 -0.082960 -0.76 -0.78 -0.41 0.62
H 1.718340 1.392508 -0.895928 1.20 -1.77 2.24 0.05
H 1.884413 1.181985 1.100809 -0.11 -1.23 -3.18 0.10
H 3.126397 0.439799 0.089409 -0.09 -0.42 -0.84 0.01
H -2.028404 -1.451658 -0.962318 -0.28 0.84 1.65 0.07
H -1.869419 -1.712327 0.909678 -0.30 2.59 -2.32 0.12
H -2.981996 -0.114190 0.110286 3.83 -1.86 -0.09 0.14
```
Positions in Å, forces in eV/Å.

Results
lowest unoccupied orbital energy: -0.07 eV
HOMO-LUMO gap: 8.2 eV
structure (SMILES): CSC(C)=S
energy relative to the best compared isomer or geometry (same formula, charge and spin): 59.53 kcal/mol


[4]
Below is one molecule with the formula C3H6S2 in a non-equilibrium geometry, with properties calculated with the ωB97M-V functional and the def2-TZVPD basis.

```
11
Properties=species:S:1:pos:R:3:forces:R:3:lowdin_charge:R:1
C -0.555351 -0.341439 -0.849473 0.56 3.36 1.59 -0.11
C 0.759002 0.155468 -0.092894 -0.99 -0.11 -0.82 -1.07
S 1.105734 2.022577 0.023564 1.04 -2.00 -1.49 0.65
C 1.050016 -0.635621 1.080176 1.22 0.22 -0.98 -0.42
S 2.297145 -0.836147 -0.308776 -1.13 0.13 0.74 0.75
H -0.557207 0.217025 -1.758369 -0.49 0.49 -0.71 0.05
H -1.437496 -0.061217 -0.208702 0.79 0.02 -0.68 0.10
H -0.694512 -1.338541 -1.115182 0.66 -1.98 0.04 0.05
H 2.242260 1.828021 -0.812277 -1.49 0.66 1.12 -0.10
H 1.374210 -0.221628 1.981730 0.83 0.88 1.05 0.05
H 0.425506 -1.449235 1.225058 -1.00 -1.68 0.14 0.05
```
Positions in Å, forces in eV/Å.

Results
lowest unoccupied orbital energy: 0.75 eV
HOMO-LUMO gap: 9.7 eV
structure (SMILES): C[C@@]1(S)CS1
energy relative to the best compared isomer or geometry (same formula, charge and spin): 30.30 kcal/mol


[5]
Below is a 2-piece molecular cluster, C3H6S3 overall in a non-equilibrium geometry, with properties calculated with the ωB97M-V functional and the def2-TZVPD basis.

```
12
Properties=species:S:1:pos:R:3:forces:R:3:lowdin_charge:R:1
C 1.011562 -1.696188 -0.119675 -1.09 1.66 3.26 -0.10
C 0.468081 -0.416098 -0.679514 -0.50 0.06 1.47 -0.67
S 1.497772 0.729088 -1.626139 0.02 0.17 0.58 0.88
C 0.921013 0.800786 0.065950 -0.01 -0.13 -2.18 -1.13
S 1.062124 1.768617 1.320240 -0.23 -0.38 0.13 0.70
H 1.934044 -1.411543 0.344907 1.00 -0.48 -0.01 0.07
H 1.085866 -2.466012 -0.803448 0.17 -1.66 -1.28 0.05
H 0.353450 -1.949029 0.804102 0.81 0.03 -1.74 0.13
H -0.571562 -0.560639 -0.954193 -0.14 0.73 -0.25 0.10
S -3.024602 1.480040 0.199935 0.55 -1.32 -1.49 0.52
H -3.065728 2.309970 1.166502 -0.14 1.32 1.55 -0.27
H -1.672021 1.411008 0.281332 -0.45 0.01 -0.04 -0.26
```
Positions in Å, forces in eV/Å.

Results
lowest unoccupied orbital energy: -0.51 eV
HOMO-LUMO gap: 8.4 eV
structure (SMILES): C[C@@H]1SC1=S.S
energy relative to the best compared isomer or geometry (same formula, charge and spin): 38.41 kcal/mol


[6]
Below is one molecule with the formula C3H6S3 in a non-equilibrium geometry, with properties calculated with the ωB97M-V functional and the def2-TZVPD basis.

```
12
Properties=species:S:1:pos:R:3:forces:R:3:lowdin_charge:R:1
C -1.700228 -1.573617 0.737106 -0.66 0.87 0.32 -0.41
C 0.661024 -0.076556 0.032582 -1.81 0.70 -0.05 -1.49
C -1.384249 1.765480 -0.749530 -0.56 -1.56 -0.07 -0.42
H -2.358516 -0.695864 0.706496 -0.13 -0.35 0.17 0.01
H -2.309302 -2.485956 0.493990 0.92 0.79 0.32 0.06
H -1.225053 -1.565495 1.733371 -0.28 -0.50 -0.50 0.05
H -0.830366 2.004278 -1.610903 0.71 0.37 -1.17 0.02
H -1.996096 2.601947 -0.512724 -0.30 0.78 0.64 0.03
H -2.063930 0.939876 -1.028957 0.43 0.20 0.47 0.03
S -0.466586 -1.330405 -0.550655 1.04 -0.88 -0.55 0.74
S 2.254183 -0.189736 -0.017162 0.20 -0.12 0.05 0.64
S -0.204847 1.426976 0.573928 0.46 -0.28 0.36 0.75
```
Positions in Å, forces in eV/Å.

Results
lowest unoccupied orbital energy: -0.61 eV
HOMO-LUMO gap: 8.0 eV
energy relative to the best compared isomer or geometry (same formula, charge and spin): 19.54 kcal/mol


Please write out number 3 again, unchanged.
Below is one molecule with the formula C3H6S2 in a non-equilibrium geometry, with properties calculated with the ωB97M-V functional and the def2-TZVPD basis.

```
11
Properties=species:S:1:pos:R:3:forces:R:3:lowdin_charge:R:1
C 2.058076 0.645792 -0.015701 -0.54 2.63 1.66 -0.55
S 1.119898 -0.881065 -0.111307 -1.14 0.03 -0.13 0.78
C -0.515871 -0.168786 -0.161649 -1.20 2.76 1.66 -1.09
C -1.928308 -0.830403 0.019676 -0.61 -2.80 -0.23 -0.24
S -0.583128 1.498350 -0.082960 -0.76 -0.78 -0.41 0.62
H 1.718340 1.392508 -0.895928 1.20 -1.77 2.24 0.05
H 1.884413 1.181985 1.100809 -0.11 -1.23 -3.18 0.10
H 3.126397 0.439799 0.089409 -0.09 -0.42 -0.84 0.01
H -2.028404 -1.451658 -0.962318 -0.28 0.84 1.65 0.07
H -1.869419 -1.712327 0.909678 -0.30 2.59 -2.32 0.12
H -2.981996 -0.114190 0.110286 3.83 -1.86 -0.09 0.14
```
Positions in Å, forces in eV/Å.

Results
lowest unoccupied orbital energy: -0.07 eV
HOMO-LUMO gap: 8.2 eV
structure (SMILES): CSC(C)=S
energy relative to the best compared isomer or geometry (same formula, charge and spin): 59.53 kcal/mol


> Number 1 is which compound?

C3H6OS3


Copy entry 2 word for word.
Below is one molecule with the formula C3H6S in a non-equilibrium geometry, with properties calculated with the ωB97M-V functional and the def2-TZVPD basis.

```
10
Properties=species:S:1:pos:R:3:forces:R:3:lowdin_charge:R:1
C 0.759624 -0.112441 1.633584 2.38 -3.22 1.99 -0.12
C -0.188701 0.485470 0.995507 -3.34 1.92 1.01 -0.57
S -0.720396 0.234653 -0.629906 -1.66 1.51 0.25 0.86
C 0.659931 -0.573925 -1.211406 -0.78 -4.96 -0.16 -0.47
H 1.221920 -1.088843 1.357817 -0.07 1.13 -0.71 0.07
H 1.041800 -0.018868 2.678447 -0.62 0.89 0.02 0.06
H -0.923722 1.131882 1.603835 1.43 -0.54 -1.24 0.10
H 1.369634 -0.619290 -0.425066 0.85 -0.20 0.16 0.00
H 0.361169 -1.659318 -1.548733 0.58 1.50 1.21 0.09
H 1.070405 -0.294618 -2.093911 1.21 1.97 -2.53 0.00
```
Positions in Å, forces in eV/Å.

Results
lowest unoccupied orbital energy: 1.01 eV
HOMO-LUMO gap: 9.3 eV
structure (SMILES): C=CSC
energy relative to the best compared isomer or geometry (same formula, charge and spin): 28.68 kcal/mol